<A>
# C3H4O2S

A structure of composition C3H4O2S (ωB97M-V with the def2-TZVPD basis set, OMol25).

Properties
Frontier orbital gap, eV: 10.075

Structure (ORCA input):
```
! RIJCOSX wB97M-V def2-TZVPD def2/J DEFGRID3
* xyz 0 1
C -2.06774 -0.49459 -0.09226
C -0.80534 0.27545 -0.60653
C 0.04153 -0.41903 0.34840
O -3.20600 -0.32077 -0.41063
O -1.51189 -1.27675 0.71196
S 1.28094 -1.21305 -0.43032
H -0.51692 -0.06992 -1.53249
H -0.71205 1.37633 -0.76807
H 0.16898 -0.10976 1.31600
H 1.93805 -1.79452 0.65759
*
```

---

<B>
# C3H4O2S

A cluster of 2 separate species, C3H4O2S in total (ωB97M-V with the def2-TZVPD basis set, OMol25).

Properties
Frontier orbital gap, eV: 9.099

Structure (ORCA input):
```
! RIJCOSX wB97M-V def2-TZVPD def2/J DEFGRID3
* xyz 0 1
C 1.00331 -0.09447 -0.86465
C -0.01935 0.09550 -0.04754
C -0.85986 1.14651 0.56449
O -0.34540 -2.57157 -0.91740
O 1.34903 -2.23238 0.80361
S 0.47572 -1.64718 -0.18659
H 1.91558 1.22772 -1.57917
H -0.57093 1.63296 1.42416
H -1.70282 0.60336 0.94760
H -1.24528 1.83954 -0.14451
*
```

---

Least stable = <B>

---

<A>
# C3H4O2S

A structure of composition C3H4O2S (ωB97M-V with the def2-TZVPD basis set, OMol25).

Properties
Frontier orbital gap, eV: 10.568

Structure (ORCA input):
```
! RIJCOSX wB97M-V def2-TZVPD def2/J DEFGRID3
* xyz 0 1
C -0.70949 -1.74545 -0.67997
C -0.28675 -1.08174 0.58155
C 0.03975 0.09765 -0.43778
O -1.15819 -2.78804 -0.95933
O -0.50339 -0.65866 -1.51334
S -0.87186 1.66295 -0.35712
H -1.18953 -0.99996 1.32911
H 0.58916 -1.48973 1.18288
H 1.05395 0.11221 -0.67835
H -0.65643 2.07692 -1.61030
*
```

---

<B>
# C3H4O2S

The molecule C3H4O2S (ωB97M-V with the def2-TZVPD basis set, OMol25).

Properties
Frontier orbital gap, eV: 9.751

Structure (ORCA input):
```
! RIJCOSX wB97M-V def2-TZVPD def2/J DEFGRID3
* xyz 0 1
C -0.57452 -0.07029 -0.42725
C -0.14441 0.82043 0.47433
C 0.30924 -0.99830 -1.17391
O 1.02312 0.70322 1.28032
O -0.79189 1.46365 2.96274
S 0.02984 1.93844 1.87550
H 0.63368 -0.62265 -2.17085
H 1.17609 -1.19824 -0.55950
H -0.09714 -1.96633 -1.26903
H -1.56401 -0.06992 -0.99235
*
```

---

Least stable = <B>

---

<A>
# C3H4O2S

The molecule C3H4O2S (ωB97M-V with the def2-TZVPD basis set, OMol25).

Properties
SMILES string: O=C1OCCS1
Frontier orbital gap, eV: 10.127

Structure (ORCA input):
```
! RIJCOSX wB97M-V def2-TZVPD def2/J DEFGRID3
* xyz 0 1
O -2.65450 -0.37723 0.82224
C -1.54974 -0.18841 0.35953
O -0.92446 -0.94192 -0.46468
C 0.52495 -0.64611 -0.47709
C 0.73722 0.78266 0.10735
S -0.68990 1.20320 0.95663
H 1.07122 -1.35412 0.06585
H 0.90915 -0.73334 -1.48904
H 1.62273 0.74781 0.72578
H 0.95333 1.50746 -0.60656
*
```

---

<B>
# C3H4O2S

A cluster of 2 separate species, C3H4O2S in total (ωB97M-V with the def2-TZVPD basis set, OMol25).

Properties
Frontier orbital gap, eV: 9.004

Structure (ORCA input):
```
! RIJCOSX wB97M-V def2-TZVPD def2/J DEFGRID3
* xyz 0 1
C 1.32998 -0.67356 -0.23306
C 1.96498 -1.43420 -0.94935
C 0.72031 0.34382 0.67804
O -3.25370 0.73201 0.91125
O -2.61446 1.14053 -1.44893
S -2.51269 0.33910 -0.25722
H 1.60025 0.77595 1.22531
H 0.20575 1.10649 0.10038
H 0.14102 -0.09559 1.38279
H 2.41855 -2.23454 -1.40920
*
```

---

<C>
# C3H4O2S

The molecule C3H4O2S (ωB97M-V with the def2-TZVPD basis set, OMol25).

Properties
SMILES string: C#CS(C)(=O)=O
Frontier orbital gap, eV: 11.094

Structure (ORCA input):
```
! RIJCOSX wB97M-V def2-TZVPD def2/J DEFGRID3
* xyz 0 1
C 0.76526 2.70652 -0.13712
C 1.00231 1.56500 0.17509
S 1.54920 -0.13933 0.17524
C -0.01280 -1.16736 0.15263
O 2.13333 -0.52347 1.44216
O 2.41314 -0.37006 -1.19435
H 0.27181 3.59373 -0.13422
H -0.95044 -0.64635 0.30308
H -0.00589 -1.64085 -0.84336
H -0.13114 -2.07865 0.81063
*
```

---

Least stable = <C>

---

<A>
# C9H14O

A cluster of 2 separate species, C9H14O in total (ωB97M-V with the def2-TZVPD basis set, OMol25).

Properties
<S²>: 0.767
Frontier orbital gap (alpha / beta), eV: 10.346 / 7.175

Structure (ORCA input):
```
! RIJCOSX wB97M-V def2-TZVPD def2/J DEFGRID3
* xyz 1 2
C -2.76957 0.67452 2.28545
C -0.33900 0.84814 -0.57748
C -0.75313 -0.29127 -1.32169
C -0.97106 1.13899 0.58794
C -2.06071 0.32839 1.02015
C -1.77869 -1.15646 -0.87163
C -2.42981 -0.81451 0.28273
O -0.14527 -0.46300 -2.46207
H 0.42908 1.48562 -0.98693
H -0.63620 1.96690 1.21345
H -2.05602 -2.05471 -1.41079
H -0.52103 -1.22023 -2.96142
H -2.89102 1.75183 2.36395
H -2.18275 0.34520 3.13645
H -3.26852 -1.44626 0.53871
H -3.75606 0.22888 2.30923
C 3.63076 0.50231 -0.47197
C 2.90021 -0.82589 -0.30294
H 3.03088 1.32011 -0.09723
H 4.56646 0.50149 0.07717
H 3.85198 0.68556 -1.51788
H 2.44212 -0.90948 0.68460
H 3.57635 -1.66970 -0.44710
H 2.13101 -0.92643 -1.07073
*
```

---

<B>
# C9H14O

A cluster of 2 separate species, C9H14O in total (ωB97M-V with the def2-TZVPD basis set, OMol25).

Properties
<S²>: 0.768
Frontier orbital gap (alpha / beta), eV: 9.474 / 5.776

Structure (ORCA input):
```
! RIJCOSX wB97M-V def2-TZVPD def2/J DEFGRID3
* xyz 1 2
C 0.12312 -3.27365 -0.60743
C 1.63168 -3.07849 -0.56833
H 0.20119 -4.38970 -0.84811
H -0.29912 -3.22263 0.35127
H -0.41298 -2.69474 -1.22975
H 2.20083 -3.91425 -0.03575
H 1.93785 -2.21720 0.05701
H 2.09043 -2.97031 -1.56918
C -0.85647 1.11225 2.68502
C -1.48208 1.46811 -1.16399
C -0.30036 2.12059 -1.44592
C -1.68465 1.08909 0.25050
C -0.78071 1.38388 1.21085
C 0.77892 2.11070 -0.58716
C 0.54970 1.71160 0.72069
O -0.20466 2.68119 -2.66763
H -2.26532 1.16660 -1.81377
H -2.51652 0.51964 0.50378
H 1.70118 2.54356 -0.94504
H 0.48929 3.17325 -2.94147
H -1.86427 1.10233 3.01279
H -0.16403 1.81335 3.34493
H 1.38668 1.68930 1.43390
H -0.25971 0.07552 2.85279
*
```

---

<C>
# C9H14O

A cluster of 2 separate species, C9H14O in total (ωB97M-V with the def2-TZVPD basis set, OMol25).

Properties
<S²>: 0.768
Frontier orbital gap (alpha / beta), eV: 10.017 / 6.863

Structure (ORCA input):
```
! RIJCOSX wB97M-V def2-TZVPD def2/J DEFGRID3
* xyz 1 2
C 1.21196 -0.60626 -2.31193
C 0.29491 0.64037 -2.62492
H 0.72942 -1.47782 -1.85895
H 1.35093 -1.00549 -3.39089
H 2.00920 -0.27262 -1.59114
H 0.57634 1.48698 -2.08914
H 0.47031 1.09764 -3.63024
H -0.67704 0.50634 -2.37565
C -0.33372 2.28387 1.95760
C -1.64952 0.32478 1.12866
C -0.40431 0.84746 1.34685
C -1.81276 -1.06581 0.77370
C 0.85566 0.14850 1.29122
C -0.53107 -1.70404 0.72511
C 0.77484 -1.14654 0.94528
O -0.53226 -3.02012 0.43635
H -2.34324 1.07617 1.11610
H -2.63596 -1.64173 0.52693
H 0.59206 2.70498 2.15053
H -0.87376 2.29465 2.90574
H 1.73457 0.62417 1.81812
H 1.76622 -1.73930 0.96898
H 0.37207 -3.47671 0.36013
H -0.94485 3.12053 1.42157
*
```

---

Least stable = <C>

---

<A>
# CH5NO2

A structure of composition CH5NO2 (ωB97M-V with the def2-TZVPD basis set, OMol25).

Properties
Frontier orbital gap (alpha / beta), eV: 9.285 / 8.679

Structure (ORCA input):
```
! RIJCOSX wB97M-V def2-TZVPD def2/J DEFGRID3
* xyz 0 1
C 0.63529 -0.92342 0.50784
N -0.04793 1.24980 0.21096
O 0.51992 0.30182 0.91813
O 0.20790 1.02499 -1.16854
H 0.18113 1.91440 -1.53798
H -1.73941 -0.01640 0.15006
H 0.79038 -1.14358 -0.53626
H 1.01338 -1.59821 1.25754
H -1.56066 -0.80939 0.19824
*
```

---

<B>
# CH5NO2

A cluster of 3 separate species, CH5NO2 in total (ωB97M-V with the def2-TZVPD basis set, OMol25).

Properties
Frontier orbital gap, eV: 8.341

Structure (ORCA input):
```
! RIJCOSX wB97M-V def2-TZVPD def2/J DEFGRID3
* xyz 0 1
C 0.17871 0.70440 0.35352
N -0.58951 1.91131 0.49050
O -0.51020 -0.26318 -0.10854
H 1.75076 -0.02675 -0.07384
H -0.97879 2.40765 -0.38377
H -1.14200 2.03826 1.29976
H 1.06036 -2.71826 -0.60900
H 0.10289 -1.49637 -0.34323
O 0.12777 -2.55705 -0.62540
*
```

---

Least stable = <A>

---

<A>
# C3H8O2

A cluster of 2 separate species, C3H8O2 in total (ωB97M-V with the def2-TZVPD basis set, OMol25).

Properties
SMILES string: CCC=O.O
Frontier orbital gap, eV: 10.538

Structure (ORCA input):
```
! RIJCOSX wB97M-V def2-TZVPD def2/J DEFGRID3
* xyz 0 1
C 0.81676 -0.53831 2.28562
C 1.07993 0.36524 1.08452
C 1.24189 -0.41905 -0.19378
O 2.19054 -0.38837 -0.93135
H -0.26228 -0.59140 2.41653
H 1.13857 -0.13651 3.24350
H 1.25659 -1.52616 2.20466
H 0.21943 1.01883 0.92168
H 1.93228 1.03844 1.17680
H 0.42823 -1.11448 -0.47475
O -3.59589 0.50638 -3.89796
H -3.78196 1.42752 -4.06813
H -2.66410 0.35787 -3.76734
*
```

---

<B>
# C3H8O2

A cluster of 2 separate species, C3H8O2 in total (ωB97M-V with the def2-TZVPD basis set, OMol25).

Properties
SMILES string: C=C(C)O.O
Frontier orbital gap, eV: 9.465

Structure (ORCA input):
```
! RIJCOSX wB97M-V def2-TZVPD def2/J DEFGRID3
* xyz 0 1
C -1.51723 -0.78179 1.74285
C -0.53016 -0.78662 0.82077
C -0.72346 -0.02007 -0.44536
O 0.77303 -1.02850 1.11563
H -2.52075 -0.63999 1.36050
H -1.21547 -0.68757 2.78164
H -1.65749 0.44690 -0.75704
H -0.44282 -0.61213 -1.33538
H 0.03649 0.80369 -0.40364
H 1.33390 -0.25049 1.13275
O 2.47540 1.02860 -1.77025
H 2.06975 1.90358 -1.78844
H 1.91883 0.62439 -2.45402
*
```

---

Least stable = <B>

---

<A>
# C3H8O2

A cluster of 2 separate species, C3H8O2 in total (ωB97M-V with the def2-TZVPD basis set, OMol25).

Properties
SMILES string: CCC=O.O
Frontier orbital gap, eV: 11.106

Structure (ORCA input):
```
! RIJCOSX wB97M-V def2-TZVPD def2/J DEFGRID3
* xyz 0 1
C 1.33297 -1.14560 0.26923
C 0.56834 0.18399 0.26596
C 0.12211 0.42070 -1.14861
O -1.02943 0.50235 -1.52408
H 1.51302 -1.52027 1.28127
H 2.30406 -1.02746 -0.22296
H 0.75841 -1.90275 -0.27363
H -0.30126 0.18968 0.92816
H 1.24421 0.99227 0.56997
H 0.93373 0.46486 -1.90423
O -2.37646 1.23804 0.83799
H -2.07896 1.06025 -0.07165
H -2.91220 0.46588 1.05208
*
```

---

<B>
# C3H8O2

A cluster of 2 separate species, C3H8O2 in total (ωB97M-V with the def2-TZVPD basis set, OMol25).

Properties
SMILES string: C=O.CCO
Frontier orbital gap, eV: 10.584

Structure (ORCA input):
```
! RIJCOSX wB97M-V def2-TZVPD def2/J DEFGRID3
* xyz 0 1
C 1.96516 -1.40568 -0.62632
O 1.70500 -0.26902 -0.92018
H 2.91006 -1.50554 -0.03074
H 1.61758 -2.29160 -1.23580
C -2.10913 -0.15124 -0.03828
C -1.29162 1.09264 0.51765
O -0.03250 0.68072 1.07323
H -1.64892 -0.54856 -1.08154
H -3.27212 0.18262 -0.23805
H -2.03608 -0.95577 0.79144
H -1.13838 1.85575 -0.31745
H -1.91382 1.81445 1.20801
H 0.71518 0.94067 0.56142
*
```

---

Least stable = <B>